Entry 1:
Below is a 2-piece molecular cluster, C11H18 overall at a distorted geometry, with properties calculated with the ωB97M-V functional and the def2-TZVPD basis.

Each line ends with the Löwdin charge.
Positions of all 29 atoms, in Å:
C: 1.556 2.729 -0.379  -0.068
C: 0.119 2.328 -0.479  -0.362
C: -0.557 2.277 0.670  -0.072
C: -1.974 1.972 0.606  -0.090
C: -2.604 1.720 -0.573  -0.109
C: -1.803 1.695 -1.729  -0.103
C: -0.470 2.089 -1.723  -0.051
H: 2.025 1.890 0.156  0.068
H: 1.785 3.545 0.426  0.113
H: 2.024 2.886 -1.379  0.083
H: -0.204 2.539 1.715  0.136
H: -2.579 2.309 1.501  0.118
H: -3.630 1.543 -0.775  0.091
H: -2.177 1.220 -2.594  0.086
H: 0.224 1.911 -2.650  0.147
C: -0.582 -1.393 0.250  -0.111
C: 0.758 -2.051 0.518  -0.493
C: 0.897 -2.836 1.828  -0.099
C: 1.316 -2.959 -0.617  -0.113
H: -0.688 -0.735 -0.621  0.073
H: -0.687 -0.854 1.121  0.032
H: -1.486 -2.028 0.342  0.089
H: 1.544 -1.055 0.484  0.171
H: -0.192 -3.168 2.126  0.122
H: 1.559 -3.701 1.752  0.062
H: 1.402 -2.318 2.584  0.040
H: 1.016 -4.025 -0.279  0.091
H: 0.954 -2.738 -1.623  0.056
H: 2.452 -2.792 -0.658  0.090

Results
- E (eV) = -11696.76881
- net charge = 0
- energy relative to the best compared isomer or geometry (same formula, charge and spin) (kJ/mol) = 242.30
- max |F| (eV Å⁻¹) = 4.8
- frontier orbital gap (Ha) = 0.3705

=====

Entry 2:
Below is C24H44BCl2NO3PbSi2 as an isolated structure at a distorted geometry, with properties calculated with the ωB97M-V functional and the def2-TZVPD basis.

Each line ends with the Löwdin charge.
Positions of all 78 atoms, in Å:
C: 0.232 3.314 2.775  -0.087
C: -0.330 3.697 1.274  -0.235
O: -1.728 3.182 1.133  -0.093
B: -1.999 3.036 -0.329  -0.504
O: -1.737 4.197 -1.203  -0.004
Si: -2.720 1.315 -0.960  0.603
C: -2.027 -0.005 0.291  -0.251
C: -2.981 -0.255 1.600  -0.221
C: -2.641 -1.778 2.202  -0.206
C: -1.120 -1.917 2.797  -0.185
C: -0.497 -3.326 2.176  -0.211
C: -0.199 -3.263 0.562  -0.211
C: 0.901 -2.061 0.237  -0.237
C: 2.369 -2.460 0.923  -0.255
Si: 3.874 -1.593 0.088  0.536
C: 5.541 -2.611 0.283  -0.222
C: 3.572 -1.504 -1.845  -0.334
C: 4.212 0.211 0.715  -0.215
C: 5.505 0.686 1.612  -0.034
C: 5.618 2.295 2.001  -0.025
C: 4.524 3.448 1.567  -0.005
C: 3.219 2.967 0.695  -0.033
C: 3.114 1.372 0.311  -0.040
C: -4.630 1.447 -0.764  -0.654
Cl: -5.114 3.117 -1.505  0.536
C: -5.497 0.330 -1.594  -0.684
C: -5.296 -1.219 -1.096  -0.133
Cl: -5.308 0.486 -3.469  0.497
N: -2.147 0.865 -2.604  -0.202
C: -2.111 2.037 -3.561  -0.130
C: -0.856 0.077 -2.587  -0.319
C: -0.706 -1.371 -3.381  -0.023
O: 0.206 0.583 -1.954  -0.078
H: 0.842 4.192 3.291  0.092
H: -0.698 3.094 3.474  0.098
H: 0.907 2.339 2.716  0.072
H: 0.282 3.173 0.407  0.090
H: -0.276 4.864 1.067  0.146
H: -0.764 4.135 -1.509  0.125
H: -1.010 0.461 0.706  0.087
H: -1.768 -1.036 -0.198  0.066
H: -4.132 -0.258 1.387  0.089
H: -2.789 0.484 2.489  0.127
H: -2.815 -2.548 1.335  0.094
H: -3.470 -2.014 3.020  0.127
H: -0.433 -0.984 2.631  0.101
H: -1.236 -2.123 3.966  0.126
H: -1.270 -4.219 2.339  0.133
H: 0.475 -3.633 2.755  0.102
H: -1.210 -3.138 -0.042  0.100
H: 0.239 -4.317 0.210  0.119
H: 0.601 -1.025 0.709  0.091
H: 0.962 -1.953 -0.930  0.060
H: 2.499 -3.619 0.742  0.092
H: 2.380 -2.268 2.095  0.118
H: 6.235 -2.302 -0.611  0.027
H: 6.051 -2.386 1.332  0.075
H: 5.208 -3.752 0.213  0.061
H: 2.636 -0.789 -1.996  0.098
H: 3.364 -2.557 -2.325  -0.144
H: 4.484 -0.960 -2.387  0.048
H: 6.309 -0.115 1.952  0.091
H: 6.536 2.663 2.653  0.104
H: 4.603 4.590 1.865  0.115
H: 2.387 3.744 0.344  0.100
H: 2.178 1.030 -0.303  0.063
H: -4.986 1.518 0.373  0.121
H: -6.645 0.592 -1.398  0.121
H: -5.431 -1.935 -2.038  0.089
H: -6.104 -1.546 -0.307  0.101
H: -4.245 -1.468 -0.646  0.058
H: -2.210 1.617 -4.650  0.104
H: -2.888 2.878 -3.293  0.090
H: -1.018 2.507 -3.465  0.104
H: -0.237 -2.224 -2.732  0.064
H: -1.711 -1.700 -3.931  0.112
H: 0.069 -1.169 -4.265  0.092
Pb: 4.855 -3.141 -3.437  1.711

Results
- E (eV) = -79926.65416
- net charge = +2
- max |F| (eV Å⁻¹) = 6.8
- frontier orbital gap (Ha) = 0.0674

=====

Entry 3:
Below is C15H25GaN4S as an isolated structure at a distorted geometry, with properties calculated with the ωB97M-V functional and the def2-TZVPD basis.

Each line ends with the Löwdin charge.
Positions of all 46 atoms, in Å:
Ga: -0.516 -0.006 -0.364  0.869
C: -3.143 -0.177 -0.207  -0.193
C: -3.482 -1.471 0.027  -0.057
C: -2.963 -2.299 -1.043  -0.040
C: -2.283 -1.525 -1.926  -0.136
C: -2.358 -0.138 -1.455  -0.262
H: -3.493 0.701 0.313  0.103
H: -4.066 -1.844 0.854  0.121
H: -3.145 -3.358 -1.139  0.124
H: -1.874 -1.823 -2.878  0.115
H: -2.406 0.699 -2.144  0.116
C: 1.103 -1.902 -2.142  -0.135
C: 2.431 -2.595 -2.588  -0.116
N: 3.530 -2.052 -1.815  -0.162
C: 3.344 -2.329 -0.407  -0.117
C: 2.033 -1.631 0.079  -0.154
N: 1.412 -0.931 -1.067  -0.251
C: 2.348 0.089 -1.592  -0.125
C: 3.661 -0.627 -2.047  -0.116
H: 0.385 -2.634 -1.765  0.120
H: 0.648 -1.364 -2.976  0.125
H: 2.617 -2.425 -3.647  0.133
H: 2.371 -3.669 -2.420  0.133
H: 4.202 -1.962 0.154  0.133
H: 3.274 -3.406 -0.258  0.133
H: 2.251 -0.903 0.864  0.102
H: 1.326 -2.365 0.474  0.128
H: 2.553 0.819 -0.806  0.124
H: 1.872 0.598 -2.432  0.128
H: 4.516 -0.248 -1.489  0.133
H: 3.840 -0.453 -3.107  0.133
C: 0.511 3.273 1.910  -0.012
N: -0.798 2.814 2.330  -0.125
C: -1.834 3.738 2.816  -0.057
C: -2.957 2.796 3.289  -0.072
N: -2.454 1.485 2.866  0.065
C: -1.220 1.566 2.394  -0.701
S: -0.255 0.170 1.998  0.791
H: 0.795 4.137 2.508  0.111
H: 0.507 3.563 0.856  0.105
H: 1.241 2.481 2.061  0.074
H: -2.155 4.401 2.011  0.140
H: -1.436 4.352 3.624  0.141
H: -3.915 3.011 2.818  0.133
H: -3.100 2.820 4.369  0.137
H: -2.919 0.624 3.103  0.162

Results
- E (eV) = -85116.72783
- net charge = +2
- energy relative to the best compared isomer or geometry (same formula, charge and spin) (kJ/mol) = 84.13
- max |F| (eV Å⁻¹) = 1.9
- frontier orbital gap (Ha) = 0.2321